1.
C36H46GeN12O4PSSe2Ti as an isolated structure. Source: OMol25; level of theory: ωB97M-V/def2-TZVPD.

```
! RIJCOSX wB97M-V def2-TZVPD def2/J DEFGRID3
* xyz 1 1
Ti -0.4657 0.6988 -0.7257
Se -0.4550 0.2957 1.9560
P 1.4939 1.2432 1.9054
Se 2.2092 1.4306 -0.1223
C 2.6033 0.2459 2.9149
C 2.3476 0.1660 4.2870
C 3.1559 -0.6185 5.0943
C 4.2209 -1.3214 4.5353
C 4.4728 -1.2426 3.1728
C 3.6612 -0.4602 2.3564
C 1.4344 2.8672 2.6852
C 2.6061 3.6272 2.7255
C 2.5852 4.8930 3.2861
C 1.3974 5.4085 3.8013
C 0.2350 4.6543 3.7645
C 0.2521 3.3771 3.2088
H 1.5226 0.7201 4.7238
H 2.9641 -0.6758 6.1596
H 4.8583 -1.9275 5.1689
H 5.3068 -1.7849 2.7425
H 3.8516 -0.3919 1.2930
H 3.5269 3.2339 2.3087
H 3.4930 5.4835 3.3192
H 1.3837 6.4021 4.2333
H -0.6888 5.0573 4.1630
H -0.6527 2.7831 3.1723
C 0.7598 -3.0495 2.8165
C 1.0323 -4.3932 3.4968
S -0.2642 -5.5714 3.2785
O -1.5262 -4.8834 3.4168
O 0.0364 -6.7372 4.0678
C -0.0843 -6.0388 1.5670
C -1.3398 -5.8246 0.7423
N -1.6262 -4.3940 0.5553
C -0.8346 -3.5155 -0.1244
N -1.1734 -2.2612 0.1019
C -2.2570 -2.3231 0.9386
C -2.5299 -3.6093 1.2281
N -3.6404 -4.0983 2.0071
O -4.2130 -3.2814 2.7008
O -3.9648 -5.2653 1.8759
C 0.2841 -3.9385 -1.0240
H 1.5203 -2.3224 3.1089
H -0.2166 -2.6582 3.1001
H 0.7839 -3.1252 1.7244
H 1.0964 -4.3128 4.5855
H 1.9436 -4.8813 3.1404
H 0.1773 -7.0983 1.5980
H 0.7615 -5.4755 1.1684
H -2.2061 -6.2777 1.2041
H -1.2031 -6.2860 -0.2322
H -2.7756 -1.4651 1.3335
H 0.4762 -5.0064 -0.9803
H 1.2001 -3.4085 -0.7610
H 0.0414 -3.6944 -2.0583
N 1.9238 -1.0898 -5.4286
C 2.2096 -2.0797 -4.5833
N 2.8772 -3.1393 -5.0474
N 1.8582 -2.1119 -3.3083
C 1.2087 -1.2439 -2.6122
N 0.6310 -0.6530 -1.7922
H 2.2266 -1.1112 -6.3864
H 1.4965 -0.2431 -5.0957
H 3.2306 -3.1844 -5.9858
H 3.1004 -3.8783 -4.4050
N -6.6623 1.4442 -0.6362
C -5.6749 1.2066 -1.1803
C -4.4058 0.9408 -1.8154
C -4.1503 1.2806 -3.2263
C -2.9372 1.1111 -3.7387
C -1.7677 0.6603 -2.9078
N -2.1383 0.2128 -1.5246
C -3.4298 0.4038 -1.0778
H -4.9709 1.6490 -3.8302
H -2.7308 1.3253 -4.7820
H -1.2608 -0.1583 -3.4105
H -3.6411 0.1221 -0.0556
N -4.0344 4.2352 1.4423
C -2.7802 4.1077 0.9368
C -2.2692 2.8482 0.6006
N -1.0841 2.7075 0.0337
C -0.3548 3.8177 -0.1751
C -0.8440 5.0384 0.2295
N -2.0465 5.2025 0.7802
H -4.6712 3.4611 1.4794
H -4.3821 5.1582 1.6271
H -2.8357 1.9589 0.8224
H 0.6074 3.7112 -0.6400
H -0.2350 5.9273 0.1054
C 2.3922 2.0848 -3.4645
Ge 0.5123 2.5079 -3.8249
C 0.0696 1.9124 -5.6351
C 0.3560 4.4383 -3.7979
C -0.7749 1.7945 -2.5455
H 2.9874 2.1201 -4.3821
H 2.5497 1.1232 -2.9737
H 2.7869 2.8504 -2.7925
H 0.9143 2.1200 -6.3014
H -0.7857 2.4937 -5.9910
H -0.1951 0.8532 -5.7132
H 0.7780 4.8734 -4.7079
H 0.8802 4.8654 -2.9397
H -0.6991 4.7173 -3.7363
H -1.4125 2.6394 -2.3126
*
```

As for the total energy: -10826.04673 Ha. The HOMO-LUMO gap comes out at 6.764 eV. The calculation puts the molar mass at 1052.3 g/mol. The calculation puts the max |F| at 0.97 eV/A.

Here are the Löwdin charges for atoms 1 to 99, given in e: 0.6780 0.4883 0.2371 0.4496 -0.4216 -0.0910 -0.0651 -0.0694 -0.0710 -0.1075 -0.4129 -0.0877 -0.0634 -0.0651 -0.0675 -0.1172 0.1147 0.1126 0.1103 0.1086 0.0613 0.1078 0.1106 0.1105 0.1119 0.0594 -0.1028 -0.2809 0.6694 -0.2853 -0.2953 -0.1995 -0.1169 0.0638 -0.3434 0.0829 -0.1052 -0.1705 -0.3417 0.1102 0.0876 -0.0008 0.0559 0.0633 0.0606 0.1122 0.1079 0.1171 0.0900 0.1155 0.1315 0.0910 0.0718 0.0829 0.0778 0.2230 -0.4619 0.1954 0.1580 -0.2768 0.0704 0.1299 0.0721 0.1236 0.1261 0.1533 -0.1909 -0.2108 -0.0244 -0.0376 -0.3944 -0.0990 -0.1225 0.1190 0.1078 0.1066 0.1115 0.1646 -0.3516 -0.0958 -0.0828 -0.1580 -0.0888 0.1520 0.1035 0.1106 0.0903 0.0625 0.1217 -0.2517 0.7633 -0.2228 -0.2081 -0.3410 0.0259 -0.0372 0.0068 0.0278 0.0284

=====

2.
C36H47As2BrN7O7S2Sn as an isolated structure. Source: OMol25; level of theory: ωB97M-V/def2-TZVPD.

```
! RIJCOSX wB97M-V def2-TZVPD def2/J DEFGRID3
* xyz -1 1
Sn -0.4075 0.1369 0.4298
S -2.6939 -2.7835 7.6927
N -1.9385 -3.5535 6.4870
C -2.1560 -2.8519 5.3887
C -1.6576 -3.1668 4.0650
C -0.8004 -4.2371 3.8185
C -0.3190 -4.4176 2.5430
C -0.7371 -3.5373 1.5435
N -1.5722 -2.5366 1.7598
C -2.0043 -2.3229 3.0035
C -2.8159 -1.1049 3.2340
N -3.0457 -0.3041 2.1859
C -3.7355 0.8056 2.3827
C -4.2416 1.1940 3.6247
C -4.0040 0.3842 4.7089
C -3.2770 -0.7911 4.5192
C -2.9497 -1.6894 5.6107
N -3.3142 -1.5342 6.8712
H -0.5069 -4.8812 4.6371
H 0.3809 -5.2084 2.3108
H -0.3523 -3.6193 0.5316
H -3.8826 1.4375 1.5145
H -4.7905 2.1211 3.7174
H -4.3552 0.6359 5.7014
N 1.2288 -2.6884 -1.3123
C 1.3225 -3.8698 -2.1469
C 0.1442 -3.8875 -3.1173
C -1.2002 -3.9782 -2.3961
C -2.3579 -3.3653 -3.1693
N -2.1199 -1.9320 -3.3654
H 1.3373 -1.8332 -1.8421
H 1.8658 -2.6479 -0.5247
H 1.2765 -4.7512 -1.4968
H 2.2610 -3.9514 -2.7166
H 0.2545 -4.7109 -3.8303
H 0.1709 -2.9621 -3.7010
H -1.1172 -3.4407 -1.4473
H -1.4303 -5.0214 -2.1586
H -3.2908 -3.5695 -2.6285
H -2.4456 -3.8398 -4.1534
H -1.7799 -1.5176 -2.5002
H -2.9766 -1.4491 -3.6052
O 0.7664 -1.2378 3.4889
As 3.3381 -0.5677 2.0336
O 4.3486 -1.2130 3.1423
O 2.2251 -1.4728 1.2224
C 4.4276 0.6218 0.9313
C 5.7511 0.1907 0.9031
C 6.6990 0.8501 0.1322
C 6.3345 1.9611 -0.6075
C 5.0243 2.4173 -0.5689
C 4.0747 1.7546 0.1928
S 2.4294 2.4470 0.2257
O 2.2522 2.9645 1.5794
O 2.3794 3.4476 -0.8075
O 1.5906 1.2602 -0.0348
H 1.0904 -1.5819 2.6240
H 6.0277 -0.6626 1.5097
H 7.7209 0.4929 0.1173
H 7.0673 2.4817 -1.2112
H 4.7157 3.2900 -1.1280
Br -4.1488 5.9333 -0.1795
C -3.0797 4.3631 0.0013
C -3.3615 3.2617 -0.7867
C -2.5654 2.1301 -0.6432
C -1.5106 2.0677 0.2668
C -1.2670 3.2029 1.0396
C -2.0379 4.3539 0.9136
H -4.1752 3.2922 -1.5002
H -2.7857 1.2683 -1.2707
H -0.4529 3.1936 1.7567
H -1.8314 5.2323 1.5114
C 0.3550 0.6891 4.7680
C 0.7381 0.1491 3.3970
N 2.2233 0.6166 3.1412
O -0.0256 0.6733 2.4394
H 0.9894 0.2703 5.5507
H -0.6794 0.4019 4.9562
H 0.4186 1.7770 4.7666
H 2.7374 0.6333 4.0205
H 2.1819 1.5706 2.7343
C -2.3543 1.4963 -4.9003
C -0.9581 0.8873 -4.9846
As 0.0346 1.1057 -3.2928
C 1.7110 0.2139 -3.8366
C 2.4334 0.7766 -5.0540
C 0.6145 2.9758 -3.5361
C -0.2916 3.9890 -2.8444
H -2.9190 1.3342 -5.8219
H -2.3140 2.5727 -4.7233
H -2.9241 1.0554 -4.0787
H -0.3926 1.3378 -5.8036
H -1.0293 -0.1878 -5.1592
H 1.4567 -0.8375 -3.9985
H 2.3586 0.2516 -2.9559
H 1.8080 0.7355 -5.9476
H 3.3438 0.2093 -5.2645
H 2.7233 1.8163 -4.8980
H 0.6918 3.1782 -4.6083
H 1.6133 3.0422 -3.1048
H -1.3165 3.9529 -3.2197
H 0.0835 5.0044 -2.9935
H -0.3253 3.8067 -1.7711
*
```

As for the total energy: -10366.39925 Ha. The HOMO-LUMO gap comes out at 6.360 eV. The calculation puts the molar mass at 1102.4 g/mol. The calculation puts the max |F| at 0.15 eV/A.

Here are the Löwdin charges for atoms 1 to 99, given in e: 1.2043 0.9661 -0.2217 -0.2986 -0.1029 -0.0011 -0.0326 -0.1260 0.1031 -0.1647 -0.1461 0.1323 -0.1061 -0.0341 -0.0064 -0.1061 -0.3091 -0.2257 0.1155 0.1060 0.0812 0.0975 0.1050 0.1137 0.0044 -0.2965 -0.2135 -0.2195 -0.2929 0.0043 0.0392 0.0346 0.1064 0.0983 0.1055 0.0882 0.0786 0.1098 0.1005 0.1036 0.0415 0.0594 -0.0086 0.9768 -0.4792 -0.5017 -0.2264 -0.1006 -0.0820 -0.0772 -0.0590 -0.2537 0.4619 -0.3272 -0.3009 -0.5060 0.0388 0.0915 0.1003 0.1014 0.1075 0.6707 -0.7031 -0.1613 -0.1972 -0.3555 -0.1158 -0.1336 0.0936 0.0765 0.0880 0.0949 0.0211 -0.7405 0.0570 -0.2918 0.0881 0.0776 0.0923 0.1172 0.0745 -0.1894 -0.4656 1.2049 -0.4471 -0.1757 -0.4398 -0.1721 0.0614 0.0494 0.0448 0.0497 0.0404 0.0406 0.0534 0.0547 0.0634 0.0555 0.0603